[1]
79
Properties=species:S:1:pos:R:3:lowdin_charge:R:1 method="wB97M-V/def2-TZVPD" homo_ev=-4.2 multiplicity=1 charge=-1 largest_force_ev_per_a=3.45 total_energy_ev=-57843.30872 relative_energy_kj_mol=56.4
Rb -0.8777 -0.3376 -0.5850 0.848
C -3.3106 -0.1007 -3.0909 -0.230
C -4.1049 1.0740 -2.9943 -0.196
C -5.3470 0.7439 -2.3964 -0.184
C -5.2554 -0.6158 -2.0375 -0.206
C -4.0033 -1.1642 -2.5288 -0.224
H -2.3454 -0.1856 -3.6534 0.096
H -3.7790 2.0317 -3.4678 0.090
H -6.0805 1.4871 -2.1501 0.067
H -6.1020 -1.1576 -1.5365 0.091
H -3.8073 -2.2243 -2.6102 0.081
N -2.2766 -2.9663 2.9924 0.026
C -0.8923 -2.7492 2.5185 -0.251
C -0.0822 -1.6309 3.2326 -0.230
N -0.5967 -0.4145 2.6957 -0.077
C 0.1816 0.7991 3.1251 -0.189
C -0.5894 2.0797 2.8537 -0.234
N -1.9093 2.0905 3.5667 0.013
H -2.8020 -3.3906 2.2824 0.038
H -2.7206 -2.0682 3.1222 0.030
H -0.8124 -2.4991 1.4594 0.073
H -0.3628 -3.6807 2.6016 0.092
H 0.8947 -1.7920 2.8644 0.099
H -0.1102 -1.6626 4.3220 0.120
H -1.5513 -0.2940 3.0667 0.077
H 1.0594 0.9055 2.4660 0.110
H 0.5444 0.7429 4.1012 0.089
H -0.8476 2.2177 1.7947 0.087
H -0.0806 3.0096 3.1093 0.106
H -2.3757 1.2038 3.4374 0.017
H -2.4988 2.7438 3.1335 0.030
O -1.9783 4.1778 -2.4284 0.102
C -1.7719 3.3138 -1.3915 -0.471
O -0.6776 2.9831 -1.0280 0.120
C -3.0122 2.9171 -0.7059 -0.214
C -4.0756 3.7943 -0.6794 0.031
C -5.2568 3.3912 0.0273 -0.015
C -5.2115 2.1818 0.6895 0.007
C -4.0611 1.3814 0.5572 -0.178
N -2.9567 1.7134 -0.0932 0.150
C -3.9542 0.0131 1.2567 -0.469
O -3.5311 -0.9899 0.4839 0.009
O -4.0816 -0.1423 2.4457 0.095
H -1.0532 4.3190 -2.6872 0.131
H -3.9634 4.6912 -1.2434 0.109
H -6.1404 4.0111 0.0070 0.106
H -5.9662 1.7344 1.2901 0.116
H -3.7350 -0.8340 -0.4907 0.057
C 4.6768 0.2590 1.3805 -0.033
C 4.8317 0.9857 0.0395 -0.601
C 6.0838 0.3991 -0.7405 -0.006
C 4.9411 2.4346 0.1964 -0.053
O 3.5945 0.9194 -0.7383 -0.172
P 2.5773 -0.3262 -0.9949 0.209
O 1.8525 -0.7671 0.2282 -0.402
O 1.6791 -0.1229 -2.1859 -0.376
O 3.6888 -1.4505 -1.3198 -0.188
C 3.3726 -2.7364 -1.8524 -0.644
C 3.1766 -2.6352 -3.3445 -0.037
C 4.5420 -3.6373 -1.5159 -0.044
C 2.0933 -3.3155 -1.1960 -0.041
H 5.6713 0.3169 1.8139 0.075
H 4.5968 -0.8255 1.1711 0.083
H 3.7871 0.6465 1.9893 0.110
H 6.9189 0.4117 -0.1387 0.042
H 6.2651 0.9805 -1.6546 0.090
H 5.8838 -0.6170 -1.0570 0.062
H 5.8581 2.8660 0.5497 0.085
H 4.2270 2.5862 0.9781 0.079
H 4.6996 2.9589 -0.6790 0.078
H 4.1217 -2.3800 -3.8273 0.081
H 2.4202 -1.8288 -3.4975 0.084
H 2.8181 -3.5974 -3.7721 0.094
H 5.4000 -3.4513 -2.2193 0.094
H 4.1980 -4.7152 -1.6201 0.096
H 4.9027 -3.6796 -0.4998 0.072
H 1.1756 -2.8368 -1.4530 0.059
H 2.1593 -3.3780 -0.1148 0.086
H 2.0547 -4.3158 -1.6295 0.076

[2]
89
Properties=species:S:1:pos:R:3:lowdin_charge:R:1 method="wB97M-V/def2-TZVPD" homo_ev=-4.9 multiplicity=1 largest_force_ev_per_a=2.34 total_energy_ev=-283097.26455 relative_energy_kj_mol=0.0
N -0.3254 1.0553 -3.2318 0.084
C 0.0270 1.8991 -4.3259 -0.189
N -0.9537 3.0625 -4.5889 0.208
C -2.3593 2.7283 -4.3195 -0.483
F -2.5981 2.6840 -3.0369 0.190
F -3.0824 3.7558 -4.7884 0.167
C -2.9267 1.4376 -5.0276 -0.312
F -3.6799 0.8548 -4.0981 0.114
F -3.7024 1.7358 -6.0551 0.151
H -0.6058 1.5534 -2.3954 0.105
H -0.9757 0.3214 -3.4759 0.091
H 0.1066 1.2950 -5.2290 0.110
H 1.0160 2.3460 -4.1885 0.133
H -0.6801 3.8798 -4.0291 0.205
H -0.8719 3.3491 -5.5736 0.207
H -2.1938 0.6804 -5.3304 0.166
C -4.1688 0.8912 -0.9744 -0.117
C -4.4130 -0.5550 -0.5662 -0.257
C -4.9227 -0.6806 0.8621 -0.207
C -3.8869 -0.0991 1.7363 -0.207
N -2.9975 0.3552 2.2817 0.181
H -3.4092 1.3567 -0.3414 0.067
H -3.8102 0.9333 -1.9963 0.019
H -5.0825 1.4858 -0.9069 0.089
H -3.4788 -1.1159 -0.6581 0.111
H -5.1275 -1.0074 -1.2577 0.113
H -5.0871 -1.7282 1.1138 0.055
H -5.8672 -0.1539 1.0008 0.115
C 3.2324 -2.6861 -4.7825 -0.029
C 2.8414 -1.7756 -5.9310 -0.317
C 4.0023 -1.2101 -6.7139 -0.189
O 3.4759 0.0251 -7.2018 0.081
C 2.5250 0.4177 -6.3278 -0.544
O 2.0159 1.4960 -6.3057 0.134
O 2.2093 -0.5725 -5.4551 0.070
H 4.1413 -3.2492 -5.0023 0.041
H 3.3764 -2.1268 -3.8604 0.066
H 2.4392 -3.4112 -4.5944 0.094
H 2.1404 -2.2903 -6.5909 0.165
H 4.2954 -1.8617 -7.5509 0.082
H 4.8919 -0.9953 -6.0936 0.047
O -0.9728 1.2469 4.5049 -0.136
H -1.8544 1.2454 4.1127 -0.089
C 8.1779 -1.4554 1.3771 -0.096
C 7.7421 -1.5587 -0.0703 -0.188
N 6.3496 -1.1818 -0.2788 -0.051
C 5.2639 -1.5230 0.5056 0.025
C 4.1671 -0.9931 -0.0842 0.028
N 4.5951 -0.3591 -1.2310 -0.092
C 5.9194 -0.4836 -1.3317 -0.036
C 3.7582 0.3252 -2.2042 0.008
H 7.6500 -2.1724 2.0083 0.080
H 9.2543 -1.6737 1.4456 -0.038
H 7.9979 -0.4581 1.7797 0.103
H 7.8714 -2.5806 -0.4403 0.124
H 8.3580 -0.9033 -0.6841 0.125
H 5.3993 -2.1057 1.3983 0.142
H 3.1214 -0.9984 0.1694 0.149
H 6.5317 -0.0981 -2.1302 0.139
H 3.8583 -0.1847 -3.1626 0.062
H 4.0852 1.3587 -2.3007 0.105
H 2.7191 0.3036 -1.8861 0.100
Br -6.3782 -3.4747 4.9126 0.567
C -7.4612 -2.0731 4.0988 -0.704
C -8.4252 -2.6284 3.0865 -0.762
Br -7.5120 -3.0819 1.4162 0.569
H -6.7655 -1.3474 3.6825 0.026
H -8.0042 -1.6170 4.9244 0.056
H -9.1658 -1.8775 2.8120 0.052
H -8.9588 -3.5641 3.4311 -0.246
N -3.3826 3.8460 9.4863 0.039
C -3.5333 4.1865 8.2056 -0.172
C -2.9914 3.4731 7.1479 -0.074
C -2.2455 2.3411 7.4324 -0.064
C -2.0744 1.9695 8.7552 -0.064
C -2.6620 2.7513 9.7379 -0.165
H -4.1222 5.0814 8.0302 0.095
H -3.1487 3.7955 6.1273 0.098
H -1.8029 1.7555 6.6316 0.082
H -1.4985 1.0928 9.0182 0.105
H -2.5577 2.4967 10.7875 0.097
O 1.2929 -0.0430 6.1107 -0.177
S 2.1534 -0.5552 5.0235 0.215
O 1.3247 -1.4197 4.1625 -0.213
O 3.2672 -1.3313 5.5720 -0.333
O 2.6557 0.5826 4.2402 -0.321
Li 5.9352 -2.4546 -6.7185 0.172
Li 10.6129 -2.6278 2.1479 0.481
Br -10.0745 -5.1071 4.0510 -0.430

[3]
89
Properties=species:S:1:pos:R:3:lowdin_charge:R:1 method="wB97M-V/def2-TZVPD" homo_ev=-7.9 multiplicity=1 largest_force_ev_per_a=7.31 total_energy_ev=-70823.57572 smiles="C[C@H](O)Cc1nc2cccc(CC(=O)F)c2nc1F.CN(C)P(=O)(N(C)C)N(C)C.CN(C)P(=O)(N(C)C)N(C)C"
C -3.3682 -0.2843 -4.8630 -0.044
C -2.0428 -0.9886 -4.5042 -0.431
O -2.1682 -1.7106 -3.2800 -0.031
C -0.9073 0.0817 -4.3723 -0.067
C 0.2238 -0.4311 -3.4861 -0.182
N 0.5696 0.3084 -2.4688 0.204
C 1.5959 -0.2099 -1.7165 -0.196
C 2.0737 0.5379 -0.6106 -0.023
C 3.0907 0.0986 0.1870 -0.056
C 3.6532 -1.1826 -0.0978 -0.033
C 3.2047 -1.9190 -1.1550 -0.174
C 3.8437 -3.2973 -1.4077 -0.023
C 2.9926 -4.3590 -0.6893 -0.403
O 2.9891 -5.5263 -0.9308 0.153
F 2.1972 -3.8964 0.3255 0.067
C 2.1699 -1.4505 -2.0196 -0.154
N 1.8151 -2.2479 -3.0811 0.243
C 0.8814 -1.6851 -3.7591 -0.256
F 0.4672 -2.3429 -4.8563 0.101
H -3.1704 0.3787 -5.7199 0.088
H -4.1375 -1.0343 -5.0809 0.084
H -3.6363 0.3556 -4.0025 0.079
H -1.7563 -1.6958 -5.2962 0.133
H -2.7671 -1.2038 -2.7178 0.093
H -0.5530 0.4527 -5.3444 0.133
H -1.3727 0.9305 -3.8405 0.108
H 1.6251 1.5142 -0.4164 0.112
H 3.4418 0.7252 1.0072 0.109
H 4.4676 -1.5648 0.5203 0.121
H 3.8886 -3.5389 -2.4739 0.122
H 4.8534 -3.2873 -0.9713 0.130
O 1.9122 -2.6248 5.4172 -0.298
P 1.0163 -3.8320 5.6263 0.741
N 2.2727 -4.9783 5.9145 -0.316
C 2.1993 -6.3989 5.6413 -0.140
C 2.9686 -4.7756 7.1833 -0.145
N 0.4809 -3.9040 3.9678 -0.348
C 1.3119 -4.5543 2.9627 -0.133
C 0.0510 -2.6060 3.4491 -0.148
N -0.2433 -5.0071 6.0902 -0.294
C -1.2685 -5.4958 5.1745 -0.131
C -0.9061 -4.5683 7.3387 -0.144
H 1.6234 -6.9489 6.3987 0.079
H 3.2080 -6.8197 5.6218 0.085
H 1.7657 -6.6198 4.6696 0.052
H 2.3667 -5.1301 8.0331 0.074
H 3.1861 -3.7186 7.3425 0.070
H 3.9258 -5.3009 7.1932 0.079
H 2.3620 -4.2427 3.0216 0.090
H 0.9491 -4.3398 1.9634 0.060
H 1.2545 -5.6416 3.0474 0.059
H 0.8951 -1.9784 3.1437 0.077
H -0.5173 -2.0566 4.2048 0.071
H -0.6089 -2.7434 2.5884 0.081
H -1.8965 -4.6982 4.7710 0.083
H -1.9191 -6.1997 5.7042 0.085
H -0.8300 -6.0583 4.3536 0.073
H -1.5487 -3.6981 7.1707 0.078
H -0.1563 -4.2928 8.0881 0.073
H -1.5061 -5.3719 7.7690 0.077
O -1.2635 4.0421 -3.8886 -0.300
P -1.6109 5.4240 -3.3693 0.743
N 0.0007 5.9381 -3.0392 -0.314
C 0.3906 6.9040 -2.0323 -0.139
C 0.8016 6.1593 -4.2422 -0.142
N -2.3755 4.8357 -1.9121 -0.349
C -1.5612 4.4804 -0.7582 -0.130
C -3.3271 3.7554 -2.1634 -0.155
N -2.2605 7.0554 -3.0616 -0.294
C -3.1931 7.3643 -1.9827 -0.130
C -2.7958 7.6289 -4.3172 -0.141
H 0.2009 7.9412 -2.3413 0.080
H 1.4605 6.8089 -1.8301 0.086
H -0.1076 6.7454 -1.0795 0.051
H 0.5351 7.1063 -4.7338 0.075
H 0.6530 5.3529 -4.9615 0.070
H 1.8670 6.1793 -4.0048 0.081
H -0.7000 3.8556 -1.0273 0.086
H -2.1559 3.9414 -0.0179 0.081
H -1.2085 5.3708 -0.2348 0.053
H -2.8324 2.7856 -2.2906 0.067
H -3.9086 3.9548 -3.0676 0.073
H -4.0376 3.6774 -1.3362 0.080
H -4.1270 6.8017 -2.0508 0.084
H -3.4407 8.4303 -2.0145 0.086
H -2.7410 7.1945 -1.0083 0.072
H -3.7254 7.1379 -4.6214 0.079
H -2.0699 7.5065 -5.1282 0.073
H -2.9798 8.6993 -4.2134 0.078

[4]
85
Properties=species:S:1:pos:R:3:mulliken_spin:R:1 method="wB97M-V/def2-TZVPD" homo_ev="-15.7 / -15.7" multiplicity=2 charge=+3 largest_force_ev_per_a=0.91 total_energy_ev=-134725.23178 s2=0.7864 relative_energy_kj_mol=159.6
Ir 0.0154 -1.3994 0.0253 0.028
S 1.7117 -6.7057 4.9358 0.000
N 0.9120 -5.3242 5.1198 0.000
C 0.8784 -4.7410 3.9321 0.000
C 0.2449 -3.4692 3.6396 0.000
C -0.4180 -2.6562 4.5668 0.001
C -0.9579 -1.4558 4.1481 -0.002
C -0.8709 -1.0837 2.8136 0.005
N -0.2578 -1.8715 1.9191 -0.005
C 0.3146 -3.0408 2.3230 0.002
C 1.0103 -3.7823 1.3019 -0.004
N 1.0263 -3.1899 0.0859 -0.008
C 1.6167 -3.8177 -0.9249 0.002
C 2.2394 -5.0547 -0.7521 -0.001
C 2.2464 -5.6545 0.4883 0.003
C 1.6134 -5.0048 1.5570 -0.001
C 1.5339 -5.4901 2.9211 0.000
N 2.0478 -6.6252 3.3674 0.000
H -0.4863 -2.9744 5.5997 0.000
H -1.4553 -0.7936 4.8418 0.000
H -1.2601 -0.1402 2.4566 -0.004
H 1.5976 -3.3242 -1.8878 0.000
H 2.7127 -5.5268 -1.6013 0.000
H 2.7257 -6.6117 0.6495 0.000
C 3.2202 0.6446 -0.8844 0.000
C 2.9169 1.6170 -1.9912 -0.001
C 3.8652 1.9846 -2.9388 0.000
C 3.5578 2.8910 -3.9443 0.000
C 2.2933 3.4567 -4.0258 0.000
C 1.3277 3.1138 -3.0910 0.002
C 1.6536 2.2038 -2.0982 0.004
N 0.6609 1.8305 -1.1119 0.004
C -0.1940 0.8792 -1.3315 -0.009
N -0.3039 0.2098 -2.4782 0.005
C -0.9461 -1.0809 -2.5941 0.018
C -1.0577 -1.9890 -1.5236 -0.006
C -1.7015 -3.2006 -1.6896 0.011
C -2.1888 -3.5480 -2.9417 -0.003
C -2.0207 -2.6831 -4.0115 0.010
C -1.4038 -1.4452 -3.8627 -0.004
C -1.2486 -0.5079 -5.0304 -0.001
N -0.9989 0.3647 -0.2917 0.332
C -2.3242 0.6067 -0.2145 0.170
C -3.1225 -0.3661 0.4712 0.094
C -4.4802 -0.2802 0.4994 0.011
C -5.1147 0.7984 -0.1402 0.208
C -4.3566 1.7930 -0.7544 -0.032
C -2.9786 1.7605 -0.7894 0.152
C -2.2477 2.9385 -1.3610 -0.001
H 4.2526 0.3058 -0.9400 0.000
H 2.5783 -0.2436 -0.9474 0.001
H 3.0612 1.0946 0.0984 0.000
H 4.8592 1.5588 -2.8848 0.000
H 4.3157 3.1629 -4.6663 0.000
H 2.0633 4.1718 -4.8034 0.000
H 0.3431 3.5645 -3.1168 0.000
H 0.6862 2.2069 -0.1394 -0.009
H 0.2398 0.5421 -3.2689 0.002
H -1.8184 -3.8705 -0.8469 0.001
H -2.6909 -4.4953 -3.0831 0.000
H -2.3910 -2.9638 -4.9888 0.000
H -1.7137 -0.9283 -5.9183 0.000
H -0.1966 -0.3323 -5.2748 0.000
H -1.7192 0.4578 -4.8354 0.000
H -2.6251 -1.2157 0.9132 -0.006
H -5.0685 -1.0418 0.9919 0.002
H -6.1941 0.8704 -0.1396 -0.004
H -4.8649 2.6412 -1.1945 0.006
H -2.9404 3.7690 -1.4753 0.003
H -1.8354 2.7250 -2.3509 0.014
H -1.4411 3.2638 -0.7063 0.003
C -0.8454 4.6015 3.9287 0.000
As 0.7426 4.0042 3.0358 0.002
C 1.2858 5.4082 1.8458 0.000
C 2.1131 3.8205 4.3658 0.001
S 0.4145 2.1728 2.0041 0.005
H -0.6571 5.5729 4.3846 0.000
H -1.1116 3.8797 4.6976 0.000
H -1.6519 4.6819 3.2035 0.000
H 1.5325 6.2955 2.4275 0.000
H 0.4693 5.6331 1.1626 0.000
H 2.1594 5.0811 1.2858 0.000
H 2.4238 4.8075 4.7054 0.000
H 2.9579 3.2934 3.9287 0.000
H 1.7191 3.2502 5.2044 0.000

[5]
112
Properties=species:S:1:pos:R:3:mulliken_spin:R:1 method="wB97M-V/def2-TZVPD" homo_ev="-14.8 / -14.9" multiplicity=2 charge=+3 largest_force_ev_per_a=2.22 total_energy_ev=-82535.76470 s2=0.7870 relative_energy_kj_mol=0.0
Re 0.6169 -0.1779 -0.2650 1.006
C 0.6038 -3.6005 2.4718 -0.006
C 0.9743 -3.0067 3.6649 0.008
C 0.9547 -1.6187 3.7622 -0.003
C 0.5799 -0.8820 2.6598 0.003
N 0.2699 -1.4588 1.4746 -0.017
C 0.2806 -2.7959 1.3951 0.027
C 0.4575 0.5800 2.6399 0.070
C 0.3287 1.3982 3.7461 -0.023
C 0.1248 2.7545 3.5436 0.023
C -0.0565 3.2366 2.2514 -0.008
C 0.0392 2.3613 1.1868 0.054
N 0.3758 1.0722 1.3922 0.007
C -0.3536 2.6735 -0.2021 0.026
C -0.7083 3.9390 -0.6144 0.003
C -1.2220 4.1201 -1.8940 0.000
C -1.3898 3.0160 -2.7030 -0.002
C -0.9896 1.7762 -2.2345 0.002
N -0.4535 1.5866 -1.0221 -0.019
H 0.5876 -4.6754 2.3576 0.000
H 1.2769 -3.6086 4.5116 0.000
H 1.2510 -1.1254 4.6775 -0.001
H 0.0200 -3.2227 0.4372 -0.002
H 0.3651 0.9832 4.7435 0.000
H 0.0562 3.4278 4.3879 -0.001
H -0.3044 4.2756 2.0903 0.000
H -0.5948 4.7843 0.0492 0.001
H -1.5000 5.1079 -2.2376 0.001
H -1.8210 3.0968 -3.6909 -0.002
H -1.1101 0.9097 -2.8647 0.006
I -0.0965 -1.5701 -2.4761 0.010
C 1.3954 -3.0103 -2.3192 -0.007
C 1.4842 -4.0169 -3.2291 0.009
C 2.4938 -4.9876 -3.0391 -0.008
C 3.3097 -4.9123 -1.9489 0.014
C 3.2043 -3.8515 -1.0111 -0.002
C 4.0451 -3.8043 0.1263 0.022
C 3.9511 -2.7610 0.9986 -0.003
C 3.0428 -1.7120 0.7466 0.029
C 2.1502 -1.7169 -0.3053 -0.025
C 2.2406 -2.8241 -1.2083 0.004
H 0.8124 -4.0864 -4.0745 0.002
H 2.5948 -5.7932 -3.7532 -0.001
H 4.0636 -5.6716 -1.7828 0.000
H 4.7655 -4.5980 0.2810 -0.001
H 4.5945 -2.7130 1.8683 0.001
H 3.0383 -0.8863 1.4482 -0.022
C 5.5476 -0.4519 -0.8971 0.000
C 4.6869 0.3879 -1.8269 -0.001
C 4.3318 -0.3775 -3.0982 0.005
Sb 2.9106 1.2388 -0.9413 -0.097
C 2.3041 2.6589 -2.4708 -0.006
C 3.4303 3.6116 -2.8725 0.001
C 1.7569 1.9460 -3.7126 0.005
C 3.5982 2.4011 0.7512 -0.003
C 4.8785 3.1523 0.3853 0.000
C 3.8245 1.5524 2.0000 0.009
H 6.5247 -0.5868 -1.3672 0.000
H 5.1167 -1.4360 -0.7452 0.000
H 5.7216 0.0114 0.0747 0.000
H 5.2164 1.3133 -2.0717 0.000
H 3.7048 -1.2438 -2.8765 0.000
H 5.2522 -0.7488 -3.5551 0.000
H 3.8302 0.2377 -3.8407 0.000
H 1.5143 3.2306 -1.9826 0.001
H 4.3087 3.0790 -3.2401 0.000
H 3.7335 4.2731 -2.0654 0.001
H 3.0794 4.2469 -3.6898 -0.001
H 2.5616 1.7120 -4.4075 0.000
H 1.0674 2.6069 -4.2417 0.001
H 1.2282 1.0164 -3.4980 -0.005
H 2.7786 3.1019 0.9313 -0.002
H 5.6996 2.4635 0.1785 0.000
H 5.1799 3.7683 1.2354 0.000
H 4.7654 3.8162 -0.4660 0.001
H 4.5831 0.7860 1.8394 0.000
H 2.9148 1.0686 2.3529 -0.002
H 4.1878 2.1965 2.8045 0.001
C -6.7067 -0.8061 3.6862 0.000
C -6.7951 -0.0781 2.5093 -0.002
C -5.6980 0.0237 1.6627 0.000
C -4.5168 -0.6285 2.0011 -0.015
C -4.4183 -1.3475 3.1903 -0.002
C -5.5214 -1.4436 4.0259 -0.001
Sb -2.8890 -0.6386 0.6504 -0.033
C -2.9565 -2.6452 -0.0389 -0.029
C -3.2608 -3.0815 -1.3280 0.009
C -3.2631 -4.4381 -1.6296 0.000
C -2.9660 -5.3739 -0.6486 -0.001
C -2.6781 -4.9525 0.6415 0.000
C -2.6657 -3.5964 0.9411 0.008
C -3.6458 0.7135 -0.7971 -0.016
C -4.1852 0.4058 -2.0463 -0.001
C -4.7660 1.4011 -2.8264 0.001
C -4.8172 2.7090 -2.3659 -0.003
C -4.2788 3.0263 -1.1253 0.003
C -3.6907 2.0364 -0.3505 0.001
H -7.5610 -0.8688 4.3470 0.000
H -7.7212 0.4143 2.2438 0.000
H -5.7833 0.5963 0.7486 -0.001
H -3.4920 -1.8322 3.4777 -0.001
H -5.4533 -2.0109 4.9447 0.000
H -3.5210 -2.3809 -2.1083 -0.001
H -3.5148 -4.7652 -2.6306 0.000
H -2.9755 -6.4297 -0.8849 0.000
H -2.4780 -5.6806 1.4179 0.000
H -2.4428 -3.2870 1.9580 -0.001
H -4.1981 -0.6099 -2.4142 0.000
H -5.2056 1.1459 -3.7824 0.000
H -5.2963 3.4749 -2.9620 0.000
H -4.3389 4.0416 -0.7520 0.000
H -3.3002 2.2956 0.6310 0.001